Here is C34H31Cl3IN6OPRuS2Si as an isolated structure from the Open Molecules 2025 dataset. Energies are from ωB97M-V/def2-TZVPD.

Results
E_HOMO (spin up / spin down) = -9.74 / -10.20 eV
total charge = +1
multiplicity = 2
relative energy (zero: lowest compared OMol25 entry of this formula, charge and spin) = 151.7 kJ/mol

Atoms and positions in Å:
1 Ru -0.37 0.27 1.29
2 C -4.68 -1.78 3.56
3 S -4.06 -0.25 4.30
4 C -2.69 0.11 3.28
5 S -2.71 -0.32 1.62
6 N -1.77 0.77 3.92
7 N -0.60 1.06 3.28
8 C 0.08 1.98 3.86
9 C 1.48 2.32 3.68
10 C 1.94 3.50 4.24
11 C 3.26 3.88 4.11
12 C 4.13 3.03 3.44
13 C 3.64 1.87 2.92
14 N 2.34 1.51 3.04
15 H -5.53 -2.08 4.18
16 H -3.90 -2.54 3.61
17 H -5.00 -1.62 2.54
18 H -0.46 2.58 4.60
19 H 1.23 4.13 4.76
20 H 3.61 4.81 4.53
21 H 5.18 3.27 3.33
22 H 4.27 1.17 2.38
23 I -2.04 2.71 0.49
24 C -0.96 3.85 -0.87
25 C -0.90 5.19 -0.63
26 C -0.38 6.06 -1.61
27 C -0.02 5.55 -2.82
28 C -0.08 4.16 -3.08
29 C 0.23 3.69 -4.38
30 C 0.11 2.37 -4.68
31 C -0.14 1.45 -3.65
32 C -0.35 1.83 -2.34
33 P -0.22 0.37 -1.18
34 C -1.76 -0.55 -1.65
35 C -2.85 0.12 -2.20
36 C -4.03 -0.57 -2.48
37 C -4.13 -1.92 -2.22
38 C -3.05 -2.59 -1.66
39 C -1.89 -1.91 -1.35
40 C 1.11 -0.59 -2.03
41 C 2.44 -0.17 -1.91
42 C 3.45 -0.84 -2.59
43 C 3.16 -1.92 -3.42
44 C 1.84 -2.32 -3.56
45 C 0.82 -1.66 -2.87
46 C -0.47 3.24 -2.06
47 H -1.30 5.59 0.29
48 H -0.31 7.12 -1.41
49 H 0.30 6.21 -3.62
50 H 0.53 4.41 -5.13
51 H 0.28 2.01 -5.69
52 H -0.13 0.40 -3.90
53 H -2.79 1.18 -2.42
54 H -4.87 -0.03 -2.90
55 H -5.04 -2.46 -2.46
56 H -3.12 -3.65 -1.45
57 H -1.06 -2.43 -0.89
58 H 2.68 0.68 -1.30
59 H 4.47 -0.49 -2.49
60 H 3.94 -2.43 -3.95
61 H 1.59 -3.14 -4.22
62 H -0.20 -1.99 -3.02
63 C 0.73 -5.93 0.48
64 N 0.45 -4.62 1.02
65 C -0.44 -4.39 2.13
66 C -0.38 -2.87 2.26
67 O -0.91 -2.24 3.13
68 N 0.39 -2.36 1.21
69 C 0.88 -3.43 0.57
70 N 1.72 -3.32 -0.46
71 H 0.80 -6.65 1.30
72 H 1.67 -5.94 -0.05
73 H -0.06 -6.26 -0.20
74 H -0.10 -4.88 3.04
75 H -1.47 -4.71 1.92
76 H 2.13 -2.41 -0.62
77 H 2.20 -4.12 -0.84
78 Cl 1.80 -1.24 4.01
79 Si 1.71 -0.08 2.31
80 Cl 1.35 2.03 0.45
81 Cl 3.30 -0.82 1.21

---

Here is a 2-piece molecular cluster, C6H14N2Si overall from the Open Molecules 2025 dataset. Energies are from ωB97M-V/def2-TZVPD.

Results
E_HOMO (spin up / spin down) = -16.25 / -16.31 eV
total charge = +2
relative energy (zero: lowest compared OMol25 entry of this formula, charge and spin) = 180.5 kJ/mol

Atoms and positions in Å:
1 C -1.09 -8.49 0.76
2 C -3.51 -9.02 1.61
3 C -1.29 -8.47 2.26
4 C 1.98 5.29 -2.56
5 C 0.64 8.24 -2.02
6 C 1.92 6.46 0.42
7 N -2.69 -8.79 2.52
8 N -1.98 -8.71 -0.05
9 Si 1.49 6.68 -1.39
10 H -0.08 -8.28 0.42
11 H -4.54 -9.27 1.51
12 H -0.63 -9.19 2.75
13 H -1.06 -7.48 2.66
14 H 3.06 5.22 -2.64
15 H 1.63 4.33 -2.18
16 H 1.59 5.42 -3.57
17 H 0.25 8.84 -1.19
18 H 1.34 8.86 -2.58
19 H -0.18 8.01 -2.69
20 H 1.32 5.67 0.88
21 H 2.97 6.16 0.55
22 H 1.77 7.36 1.01
23 H -2.90 -8.83 3.53

---

total charge of number 1 (C34H31Cl3IN6OPRuS2Si)? +1

---

Repeat the second record exactly.
Here is a 2-piece molecular cluster, C6H14N2Si overall from the Open Molecules 2025 dataset. Energies are from ωB97M-V/def2-TZVPD.

Results
E_HOMO (spin up / spin down) = -16.25 / -16.31 eV
total charge = +2
relative energy (zero: lowest compared OMol25 entry of this formula, charge and spin) = 180.5 kJ/mol

Atoms and positions in Å:
1 C -1.09 -8.49 0.76
2 C -3.51 -9.02 1.61
3 C -1.29 -8.47 2.26
4 C 1.98 5.29 -2.56
5 C 0.64 8.24 -2.02
6 C 1.92 6.46 0.42
7 N -2.69 -8.79 2.52
8 N -1.98 -8.71 -0.05
9 Si 1.49 6.68 -1.39
10 H -0.08 -8.28 0.42
11 H -4.54 -9.27 1.51
12 H -0.63 -9.19 2.75
13 H -1.06 -7.48 2.66
14 H 3.06 5.22 -2.64
15 H 1.63 4.33 -2.18
16 H 1.59 5.42 -3.57
17 H 0.25 8.84 -1.19
18 H 1.34 8.86 -2.58
19 H -0.18 8.01 -2.69
20 H 1.32 5.67 0.88
21 H 2.97 6.16 0.55
22 H 1.77 7.36 1.01
23 H -2.90 -8.83 3.53

---

total charge of number 2 (C6H14N2Si)? +2